(1)
{"formula": "FHIPS", "method": "ωB97M-V with the def2-TZVPD basis set", "elements": ["F", "P", "S", "I", "H"], "coordinates": [[2.3491, 0.6190, -0.6452], [1.3887, 0.5929, 0.7052], [0.9463, -1.4469, 1.0737], [-5.0008, -0.9686, -1.1364], [0.3168, 1.2035, 0.0027]], "atomic_forces_ev_per_a": [[-0.62, -0.04, 1.25], [0.70, -1.96, -1.02], [0.22, 2.40, -0.50], [0.01, 0.00, 0.00], [-0.31, -0.42, 0.27]], "gap_ev": [7.36, 6.40], "spin_multiplicity": 1, "e_above_lowest_ev": 2.449, "lumo_energy_ha": [-0.1015, -0.1253]}

***

(2)
{"formula": "FHN2O2S", "method": "ωB97M-V with the def2-TZVPD basis set", "elements": ["O", "N", "O", "N", "F", "S", "H"], "coordinates": [[-1.6202, 0.2767, 0.8753], [-0.8503, 0.5426, 0.0088], [-0.5916, 1.6045, -0.4963], [-0.0012, -0.4439, -0.4496], [-0.4436, -1.6754, 0.2150], [1.6155, -0.1934, -0.7607], [1.8915, -0.1111, 0.6074]], "atomic_forces_ev_per_a": [[-0.92, -0.01, 0.08], [1.11, 1.17, 0.86], [-0.59, 0.69, -0.25], [-1.24, -3.07, -0.60], [1.46, 1.51, -1.00], [-0.28, -0.41, 2.05], [0.46, 0.12, -1.15]], "gap_ev": 10.75, "spin_multiplicity": 1, "e_above_lowest_ev": 3.476, "lumo_energy_ha": -0.0077}

***

(3)
{"formula": "FHN2O2S", "method": "ωB97M-V with the def2-TZVPD basis set", "elements": ["O", "N", "N", "F", "O", "S", "H"], "coordinates": [[-0.1763, 1.7442, 0.8478], [-0.2512, 0.7100, 0.2758], [-1.1619, -0.0933, 0.0398], [-2.3555, 0.3191, 0.5729], [1.0701, 0.2660, -0.2388], [1.3798, -0.9963, -1.2249], [1.4950, -1.9496, -0.2726]], "atomic_forces_ev_per_a": [[-0.07, 0.52, 0.29], [0.23, 0.04, -0.03], [-0.35, -1.73, -0.81], [0.55, 0.61, 0.14], [0.22, 1.06, 0.67], [-0.52, -0.58, -0.14], [-0.06, 0.08, -0.12]], "gap_ev": 10.10, "spin_multiplicity": 1, "e_above_lowest_ev": 3.751, "lumo_energy_ha": -0.0042}

***

(4)
{"formula": "FHN2O3", "method": "ωB97M-V with the def2-TZVPD basis set", "elements": ["O", "N", "N", "O", "O", "F", "H"], "coordinates": [[-0.2655, 0.8390, -0.4666], [0.0458, -0.2386, -0.1770], [1.6909, -0.2402, 0.0311], [2.1409, 0.8548, 0.0218], [2.1745, -1.3125, 0.1384], [-2.6184, 0.3322, 0.4749], [-3.1682, -0.2346, -0.0225]], "atomic_forces_ev_per_a": [[0.73, -1.71, 0.42], [-1.34, 1.45, -0.67], [-0.49, 0.71, -0.11], [0.87, 0.52, 0.08], [0.53, -0.91, 0.16], [-0.58, -0.37, -0.18], [0.27, 0.31, 0.30]], "gap_ev": 8.79, "spin_multiplicity": 1, "e_above_lowest_ev": 0.029, "lumo_energy_ha": -0.0536}

***

(5)
{"formula": "FHNO3P", "method": "ωB97M-V with the def2-TZVPD basis set", "elements": ["N", "O", "O", "O", "F", "P", "H"], "coordinates": [[-1.1865, -0.3106, 0.1124], [3.5694, -1.4847, 0.0219], [4.4081, 0.7632, 1.1322], [3.2807, 0.7504, -1.2226], [-2.6127, -0.5621, -0.2970], [3.5727, -0.0020, 0.0746], [-0.6129, -1.0285, -0.3198]], "atomic_forces_ev_per_a": [[0.70, 1.48, 1.31], [-0.54, 0.00, 0.76], [-2.14, -1.52, -1.24], [-0.26, -0.83, 2.07], [-0.40, -0.72, -0.57], [3.24, 2.35, -1.65], [-0.60, -0.76, -0.69]], "gap_ev": 4.93, "spin_multiplicity": 1, "e_above_lowest_ev": 0.919, "total_charge": -2, "lumo_energy_ha": 0.2404}

***

(6)
{"formula": "FHO2PTm", "method": "ωB97M-V with the def2-TZVPD basis set", "elements": ["P", "O", "O", "F", "Tm", "H"], "coordinates": [[-0.6386, -1.1349, -1.6251], [-1.8620, -1.6790, -0.5996], [0.3049, -0.4520, -0.5203], [1.5534, 2.5210, 2.1100], [0.9787, 1.1308, 0.7864], [-1.7184, -1.3118, 0.3051]], "atomic_forces_ev_per_a": [[-0.40, 0.27, 5.52], [2.20, 1.27, -2.05], [-1.95, -1.50, -3.20], [-0.39, -0.92, -0.95], [0.71, 1.36, 1.22], [-0.17, -0.47, -0.54]], "gap_ev": [4.68, 10.31], "spin_multiplicity": 4, "s2": 3.752, "total_charge": 1, "lumo_energy_ha": [-0.2452, -0.2447]}

***

(7)
{"formula": "FN2O2", "method": "ωB97M-V with the def2-TZVPD basis set", "elements": ["N", "N", "O", "O", "F"], "coordinates": [[-0.0019, -0.1368, 0.9577], [0.6520, 0.4062, 0.0547], [0.9264, 0.0735, -1.0632], [0.8651, 1.5075, 0.6295], [-2.4416, -1.8504, -0.5787]], "atomic_forces_ev_per_a": [[-0.49, -0.72, 0.38], [-1.30, -0.84, -0.43], [0.67, -0.10, -0.71], [0.80, 1.48, 0.56], [0.32, 0.18, 0.20]], "gap_ev": [4.45, 7.88], "spin_multiplicity": 1, "e_above_lowest_ev": 2.997, "total_charge": -1, "lumo_energy_ha": [0.0346, 0.0865]}

***

(8)
{"formula": "FNO3S2Sm", "method": "ωB97M-V with the def2-TZVPD basis set", "elements": ["Sm", "F", "N", "S", "O", "O", "S", "O"], "coordinates": [[1.2369, -2.1158, -0.0802], [1.6894, -0.9672, -2.1147], [-0.3872, 1.2768, 0.0353], [0.0782, 0.7803, 1.6433], [-1.2135, 0.8533, 2.3790], [0.4377, -0.7373, 1.4556], [-0.6845, 0.1921, -1.0144], [-1.1571, 0.7177, -2.3039]], "atomic_forces_ev_per_a": [[-0.10, 3.41, -2.11], [-0.64, -2.00, 3.55], [0.02, -1.28, -0.46], [-3.23, 1.42, 1.17], [2.61, -0.22, -1.20], [1.17, -2.54, -1.59], [-0.61, 2.57, -1.64], [0.78, -1.36, 2.27]], "gap_ev": [4.46, 7.41], "spin_multiplicity": 6, "s2": 8.917, "total_charge": 1, "lumo_energy_ha": [-0.3381, -0.2464]}

***

(9)
{"formula": "FNO3S2Tb", "method": "ωB97M-V with the def2-TZVPD basis set", "elements": ["Tb", "F", "N", "S", "O", "O", "S", "O"], "coordinates": [[1.4298, -0.5634, -0.5059], [2.3250, 0.1094, -2.1787], [-1.4206, 1.2097, 0.8970], [-0.7882, 0.0840, 2.0882], [-1.9811, -0.7523, 2.3825], [0.1998, -0.7698, 1.2248], [-1.3597, 0.8079, -0.5839], [-1.8704, 1.8738, -1.4635]], "atomic_forces_ev_per_a": [[0.09, -0.16, -0.47], [-0.72, -0.33, 1.29], [0.46, -0.83, -1.16], [-3.50, -0.93, 1.92], [2.35, 1.41, -0.54], [1.62, -0.28, -1.83], [-1.12, 3.41, -0.03], [0.82, -2.28, 0.81]], "gap_ev": [6.93, 7.23], "spin_multiplicity": 7, "s2": 12.771, "total_charge": 1, "lumo_energy_ha": [-0.2638, -0.2532]}

***

(10)
{"formula": "FNO4S", "method": "ωB97M-V with the def2-TZVPD basis set", "elements": ["N", "O", "O", "O", "O", "F", "S"], "coordinates": [[2.1055, -0.5562, -0.0675], [-1.4484, 1.2541, -0.8319], [2.6838, 0.3521, 0.2231], [0.3387, -0.2611, 0.0018], [-1.6936, 0.1817, 1.3876], [-1.9250, -1.1292, -0.6761], [-1.2576, 0.1566, 0.0412]], "atomic_forces_ev_per_a": [[0.96, 2.61, 0.75], [-0.36, -0.12, -0.18], [-1.77, -2.52, -0.79], [-2.92, 0.37, 0.10], [-0.26, -0.34, -0.13], [0.77, 1.22, 0.82], [3.57, -1.24, -0.57]], "gap_ev": [8.31, 8.32], "spin_multiplicity": 1, "e_above_lowest_ev": 0.722, "lumo_energy_ha": [-0.1032, -0.1031]}

***

(11)
{"formula": "FeH16O8", "method": "ωB97M-V with the def2-TZVPD basis set", "elements": ["Fe", "O", "H", "H", "O", "H", "H", "O", "H", "H", "O", "H", "H", "O", "H", "H", "O", "H", "H", "O", "H", "H", "O", "H", "H"], "coordinates": [[0.2252, 0.1033, -0.0626], [-0.1987, -2.3167, 1.4718], [-0.5634, -2.4740, 2.3587], [0.2264, -3.1657, 1.2751], [0.5412, 0.6659, -2.0648], [0.2002, 1.4783, -2.4741], [1.0147, 0.1888, -2.7685], [-1.0749, 0.4914, 1.5226], [-2.0374, 0.6253, 1.5719], [-0.7387, 0.6522, 2.4216], [1.4305, -1.5053, -0.8899], [2.1279, -1.5413, -1.5701], [1.2777, -2.4263, -0.6280], [1.7669, -0.0925, 1.2975], [1.8302, 0.2600, 2.2042], [2.4972, -0.7325, 1.2031], [-1.3195, -0.9995, -0.7488], [-1.9005, -0.7944, -1.5051], [-1.6359, -1.8198, -0.3207], [0.7412, 2.0646, 0.1796], [0.3296, 2.8375, 0.6109], [1.6978, 2.2593, 0.1164], [-1.8762, 1.7903, -0.9728], [-2.7482, 1.9636, -0.5830], [-1.8134, 2.4875, -1.6451]], "atomic_forces_ev_per_a": [[-0.65, -0.21, -0.30], [0.12, -0.18, -0.23], [-0.06, 0.14, -0.12], [-0.12, -0.05, 0.16], [0.14, -0.02, -0.09], [0.08, 0.00, 0.16], [-0.19, -0.02, 0.10], [0.35, 0.09, 0.49], [0.10, -0.13, -0.26], [-0.15, -0.04, -0.09], [0.21, -0.09, 0.05], [-0.07, 0.10, 0.16], [-0.06, 0.04, -0.09], [0.27, -0.01, 0.21], [0.02, 0.03, -0.19], [-0.25, 0.01, -0.04], [-0.28, -0.28, -0.03], [0.18, 0.14, 0.11], [0.18, 0.19, 0.09], [0.70, 0.45, 0.10], [-0.23, -0.27, -0.16], [-0.26, 0.10, -0.03], [0.02, 0.12, -0.02], [0.04, -0.08, -0.08], [-0.08, -0.04, 0.07]], "gap_ev": [12.46, 7.90], "spin_multiplicity": 6, "s2": 8.754, "e_above_lowest_ev": 0.000, "total_charge": 3, "lumo_energy_ha": [-0.3907, -0.5573]}

***

(12)
{"formula": "H10IO5Zn", "method": "ωB97M-V with the def2-TZVPD basis set", "elements": ["Zn", "I", "O", "H", "H", "O", "H", "H", "O", "H", "H", "O", "H", "H", "O", "H", "H"], "coordinates": [[0.4893, -2.2254, 3.3577], [0.2718, -0.9599, 0.8601], [-3.2692, -1.3651, 0.6477], [-2.3591, -1.1909, 0.4078], [-3.4301, -0.8015, 1.4044], [3.5376, -0.6332, -0.9260], [2.7161, -0.8866, -0.5052], [3.8561, -1.4379, -1.3349], [1.3671, -0.0658, -2.4789], [1.0429, -0.3803, -1.6350], [0.5771, 0.1518, -2.9736], [-0.1763, 2.5948, 1.9925], [0.5962, 2.9135, 2.4593], [0.0209, 1.6781, 1.8000], [-1.9677, 1.1915, -1.0167], [-1.5232, 0.7660, -0.2834], [-1.7495, 0.6508, -1.7759]], "atomic_forces_ev_per_a": [[-0.11, 0.47, -0.97], [0.25, -0.58, 1.15], [-0.32, -0.36, 0.00], [0.17, 0.00, -0.08], [-0.11, 0.22, 0.13], [0.46, 0.12, 0.30], [-0.11, -0.06, 0.17], [0.07, -0.16, -0.19], [0.02, 0.03, -0.39], [-0.06, -0.02, 0.14], [-0.22, 0.11, -0.20], [-0.27, 0.18, 0.08], [0.20, 0.15, 0.08], [0.09, -0.29, -0.12], [-0.14, 0.26, -0.12], [0.11, 0.06, 0.23], [-0.05, -0.13, -0.22]], "gap_ev": [8.99, 6.88], "spin_multiplicity": 2, "s2": 0.758, "lumo_energy_ha": [-0.0262, -0.1351]}